The following is a DFT calculation (the ωB97M-V functional and the def2-TZVPD basis) of C20H32B2DyFN6OSSi as an isolated structure in a non-equilibrium geometry.

Each line ends with the Löwdin spin population.
Geometry (Å):
1 Dy -0.24358 -0.60458 0.17900  5.061
2 B -2.62407 1.74702 0.99245  -0.001
3 N -1.24644 2.19340 0.40472  -0.001
4 C -0.98961 3.29330 -0.31397  -0.001
5 C 0.38103 3.48212 -0.36255  -0.001
6 C 0.90141 2.41593 0.37239  -0.001
7 N -0.08673 1.64726 0.83566  -0.008
8 N -3.21476 0.55427 0.18221  0.001
9 C -4.47966 0.42216 -0.22222  0.000
10 C -4.70493 -0.90174 -0.56319  0.000
11 C -3.48968 -1.52975 -0.32443  0.000
12 N -2.59300 -0.64653 0.12922  -0.008
13 H -3.39380 2.66079 0.90418  0.000
14 H -2.42335 1.37357 2.11989  0.000
15 H -1.78813 3.89027 -0.72339  0.000
16 H 0.91912 4.28337 -0.83997  0.000
17 H 1.92972 2.18307 0.60667  0.000
18 H -5.15058 1.26427 -0.25086  0.000
19 H -5.61731 -1.34404 -0.92201  0.000
20 H -3.22411 -2.56161 -0.48814  0.000
21 C 0.86080 -2.68600 4.60339  0.000
22 Si 0.14146 -1.28460 3.55612  0.000
23 C -0.10893 0.25051 4.63026  0.000
24 C -1.54722 -1.90937 2.94825  -0.002
25 N 1.00000 -0.97451 2.08999  -0.008
26 C 2.33439 -0.71906 2.00534  0.000
27 C 3.23334 -0.58599 3.08822  0.000
28 C 4.58378 -0.36085 2.90160  0.000
29 C 5.13353 -0.25583 1.62946  0.000
30 C 4.29435 -0.37393 0.53068  0.000
31 C 2.95950 -0.58665 0.75466  -0.001
32 F 2.12483 -0.68686 -0.37297  -0.009
33 H 0.25403 -2.84174 5.49835  0.000
34 H 1.88540 -2.49650 4.92679  0.000
35 H 0.86377 -3.61731 4.03240  0.000
36 H -0.95173 0.10621 5.31051  0.000
37 H -0.32504 1.12218 4.00831  0.000
38 H 0.77067 0.48325 5.23522  0.000
39 H -2.01077 -2.55727 3.69418  0.000
40 H -1.43054 -2.51021 2.03898  -0.001
41 H -2.24479 -1.09299 2.74950  0.000
42 H 2.83842 -0.66233 4.09286  0.000
43 H 5.22839 -0.26561 3.76664  0.000
44 H 6.19176 -0.08655 1.48877  0.000
45 H 4.66617 -0.31129 -0.48389  0.000
46 O 0.16796 0.55658 -1.78854  -0.007
47 S 1.02672 1.33670 -2.74881  0.000
48 C 1.60487 0.12245 -3.99021  0.000
49 C 1.12205 0.60295 -5.35113  0.000
50 C -0.28119 1.15550 -5.11042  0.000
51 C -0.15188 2.09866 -3.92386  0.000
52 H 1.12013 -0.81011 -3.70199  0.000
53 H 2.68594 0.01830 -3.91305  0.000
54 H 1.11611 -0.21681 -6.06961  0.000
55 H 1.77672 1.38579 -5.74313  0.000
56 H -0.95406 0.33519 -4.85553  0.000
57 H -0.67571 1.67329 -5.98491  0.000
58 H -1.07524 2.25323 -3.36806  0.000
59 H 0.27504 3.06313 -4.20486  0.000
60 B -1.47547 -1.94327 -3.07104  0.000
61 C -0.71625 -2.32784 -1.75287  -0.004
62 N -0.21190 -2.65474 -0.75554  -0.010
63 H -1.92233 -0.82759 -2.91459  0.000
64 H -0.68129 -1.98881 -3.98158  0.000
65 H -2.35736 -2.75182 -3.20955  0.000

The HOMO energy (spin up / spin down) comes out at -7.51 / -7.51 eV. The expectation value of S² is 9.33. The HOMO-LUMO gap (spin up / spin down) is 0.2809 / 0.2808 hartree. The spin multiplicity is 6. For the strongest force on any atom, the calculation gives 1.5 eV Å⁻¹.



The following is a DFT calculation (the ωB97M-V functional and the def2-TZVPD basis) of C2H8N3S as an isolated structure in a non-equilibrium geometry.

Each line ends with the natural charge from an NBO analysis.
Geometry (Å):
1 C -0.20286 -0.18781 0.77722  -0.093
2 C 0.72147 -0.09686 -0.37970  -0.223
3 N -2.07663 -0.20963 -0.72414  -0.691
4 N -1.54882 0.02536 0.66212  -0.467
5 N 2.06272 0.52573 -0.15072  -0.683
6 S 0.67096 -1.77756 0.28925  0.166
7 H 0.26201 0.55011 1.86828  0.238
8 H 0.49929 0.06509 -1.41973  0.265
9 H -2.87035 -0.77341 -0.56663  0.369
10 H -2.29701 0.62153 -1.24601  0.376
11 H -2.06304 -0.69266 1.15433  0.383
12 H 2.37620 -0.00457 0.74453  0.478
13 H 1.82383 1.50229 -0.09365  0.442
14 H 2.64220 0.45237 -0.91515  0.439

The HOMO energy comes out at -12.95 eV. The HOMO-LUMO gap is 0.3416 hartree. Its charge is +1. For the strongest force on any atom, the calculation gives 4.9 eV Å⁻¹.



The following is a DFT calculation (the ωB97M-V functional and the def2-TZVPD basis) of a 2-piece molecular cluster, C6H12 overall in a non-equilibrium geometry.

Each line ends with the natural charge from an NBO analysis.
Geometry (Å):
1 C 2.36291 -0.18942 -0.43833  -0.596
2 C 1.48825 0.03966 0.76589  -0.417
3 C 0.25569 0.70944 0.34127  -0.477
4 C -0.90465 0.06132 -0.11482  -0.006
5 C -1.14506 -1.29268 -0.28043  -0.729
6 C -2.13678 0.98419 -0.46059  -0.644
7 H 3.13270 -0.90437 -0.22830  0.164
8 H 2.79252 0.70706 -0.86559  0.175
9 H 1.68766 -0.56103 -1.22278  0.214
10 H 1.46357 -0.97618 1.06665  0.191
11 H 2.02161 0.60086 1.59980  0.166
12 H -1.28566 -0.60955 1.63966  -0.164
13 H 0.34507 1.79771 0.19945  0.169
14 H -0.37996 -2.08515 0.00893  0.189
15 H -2.18474 -1.63064 -0.39878  0.180
16 H -2.08833 2.07341 -0.56206  0.196
17 H -2.52547 0.49767 -1.37762  0.191
18 H -2.89935 0.77772 0.32763  0.199

The HOMO energy (spin up / spin down) comes out at -1.33 / -1.26 eV. The expectation value of S² is 0.76. The HOMO-LUMO gap (spin up / spin down) is 0.2119 / 0.2059 hartree. The spin multiplicity is 2. Its charge is -1. For the strongest force on any atom, the calculation gives 3.5 eV Å⁻¹.



Going through the records in order, we get energy above the lowest of the compared OMol25 structures with the same formula, charge and spin values of 65.9; 315.8; 262.5 kJ/mol.